{"formula": "C51H99F21N5O25S7", "method": "ωB97M-V/def2-TZVPD", "symbols": ["H", "H", "C", "C", "H", "O", "H", "C", "H", "H", "H", "H", "F", "N", "C", "H", "F", "H", "O", "O", "H", "F", "H", "O", "F", "H", "C", "H", "H", "O", "N", "C", "O", "H", "O", "S", "O", "F", "H", "O", "C", "H", "H", "H", "N", "C", "S", "H", "H", "H", "O", "C", "H", "H", "H", "F", "H", "H", "H", "H", "F", "S", "O", "F", "C", "H", "F", "H", "H", "H", "H", "H", "H", "H", "F", "O", "H", "C", "H", "C", "C", "C", "O", "H", "C", "F", "H", "H", "F", "H", "H", "C", "O", "C", "C", "H", "O", "C", "H", "H", "F", "H", "H", "C", "H", "C", "C", "H", "C", "C", "N", "H", "H", "F", "C", "H", "C", "C", "H", "O", "H", "H", "H", "F", "C", "H", "S", "C", "O", "O", "C", "C", "H", "H", "C", "H", "C", "S", "C", "O", "H", "H", "O", "C", "O", "H", "H", "H", "C", "H", "S", "C", "H", "H", "H", "C", "H", "F", "C", "H", "C", "C", "F", "C", "C", "H", "C", "C", "H", "O", "O", "H", "H", "C", "H", "C", "H", "H", "H", "H", "H", "O", "C", "H", "H", "H", "C", "S", "H", "H", "H", "C", "H", "F", "F", "O", "H", "F", "N", "H", "F", "H", "H", "C", "H", "H", "H", "H"], "xyz": [[8.6700, -36.5055, -0.5849], [9.0717, -30.2537, 11.8437], [22.2035, -49.2928, 10.8521], [22.6028, -48.4991, 9.5635], [11.0570, -33.9037, 0.5305], [12.6736, -33.8951, 16.4132], [7.5589, -32.8940, 11.8420], [16.4541, -26.6771, 12.1537], [3.9719, -33.5242, 15.0431], [25.3189, -50.3224, 5.3952], [20.6338, -48.1873, 8.6011], [7.5127, -35.3779, 0.2220], [12.0521, -36.6026, 14.8099], [17.7873, -38.0189, 10.2124], [18.2626, -29.0891, 12.0153], [15.9874, -27.4581, 14.1281], [7.1988, -39.9494, 8.4308], [23.5641, -48.9582, 9.3329], [14.7351, -45.4687, 6.1603], [21.0714, -38.7786, -0.2006], [11.6330, -34.7724, 3.2022], [8.9678, -38.8495, 9.1088], [6.2949, -37.3911, -0.5340], [19.7923, -43.5363, 16.7672], [16.5120, -29.3797, 3.5653], [9.9007, -32.9662, 2.1208], [5.8074, -32.5934, 13.0134], [16.5333, -30.1754, 14.0910], [18.5533, -41.5029, 10.3601], [26.4440, -32.3636, 14.2836], [9.9884, -35.1934, 1.7236], [20.3292, -50.1968, 6.8927], [4.9996, -36.0870, 15.2262], [11.6180, -37.5830, 2.0338], [20.3602, -41.4489, 17.4266], [7.1040, -37.2744, 8.1085], [18.3651, -31.7910, 2.7589], [21.8943, -37.3173, 3.3073], [17.8622, -31.5869, 16.5223], [13.4223, -46.5225, 7.9144], [7.2192, -32.2158, 12.6247], [17.5834, -29.9080, 11.7779], [22.8418, -51.3568, 10.3512], [7.1813, -38.2896, 0.6235], [17.6824, -28.5542, 13.4369], [14.6882, -35.5666, 10.3183], [26.5696, -43.2146, 7.4911], [23.3082, -51.0603, 8.3517], [24.6229, -51.8728, 5.9400], [13.6687, -36.5972, 0.5805], [11.3376, -34.9057, 18.1877], [21.9182, -50.7896, 10.4672], [22.2472, -51.8577, 7.2493], [17.8287, -42.0052, 18.4602], [5.6610, -34.8033, 13.0228], [12.1266, -43.6680, 8.2582], [20.1831, -41.0126, 9.8320], [15.7039, -28.6117, 12.8514], [22.0273, -48.2593, 7.4256], [18.9240, -30.8644, 13.7032], [8.4296, -39.1368, 6.9057], [21.7092, -37.7017, 0.5427], [26.4866, -31.2887, 12.0614], [11.2313, -37.5107, 16.6139], [11.0754, -35.6036, 2.7706], [3.5326, -36.0856, 13.7311], [25.4165, -41.0205, 8.3863], [11.1827, -36.8922, -0.4459], [3.0240, -35.5606, 15.4023], [16.9840, -26.3270, 10.0808], [23.9607, -49.1442, 6.9959], [16.1527, -27.7842, 10.2123], [19.0604, -27.3878, 10.7840], [19.3797, -49.9024, 7.3398], [26.3222, -34.2521, 11.9799], [17.2073, -33.2443, 4.2450], [17.4429, -42.8918, 17.0584], [11.6687, -35.9656, -0.1405], [12.7900, -36.8380, 3.0022], [10.6507, -34.9012, 0.3636], [6.8684, -37.2729, 0.3854], [8.9286, -36.3219, 1.5697], [6.6041, -37.0110, 9.4800], [16.7122, -39.7392, 9.4589], [26.3399, -41.3228, 7.5255], [13.2331, -36.9850, 16.6417], [17.0615, -29.1506, 15.4108], [19.7369, -37.6070, 9.4946], [21.9786, -39.3566, 2.5012], [19.4682, -30.1872, 15.1274], [8.2895, -36.3275, 2.4527], [19.5482, -42.3769, 17.1754], [18.4412, -31.3940, 5.2296], [8.0477, -36.3250, 0.2916], [12.7555, -36.1141, 0.9281], [16.7644, -35.5009, 9.6347], [6.0784, -37.2789, 7.0394], [18.6427, -40.0329, 8.7534], [19.9725, -50.3805, 9.4616], [25.4223, -50.8974, 7.0919], [25.8563, -40.9309, 6.3776], [14.2915, -34.6287, 9.9294], [13.8298, -36.2183, 10.4811], [9.3917, -33.8984, 2.3657], [16.8051, -36.6748, 11.4672], [12.0695, -36.6080, 2.2173], [16.1777, -30.6230, 3.9867], [9.4066, -33.9893, 3.4518], [23.5483, -50.0612, 6.5750], [5.3797, -37.2923, 14.5637], [5.5474, -34.0003, 13.6248], [12.2009, -35.6588, -1.0410], [19.1175, -27.1259, 13.1972], [24.3291, -33.4806, 11.2717], [18.8300, -37.0464, 9.7214], [6.1710, -37.0799, 13.8448], [17.4536, -39.0508, 9.0534], [22.6537, -50.8778, 7.4994], [19.8301, -40.3728, 12.0003], [7.0089, -30.8992, 12.1648], [9.4555, -37.2611, 1.4012], [18.4447, -36.6437, 8.7846], [20.6322, -49.5386, 6.0784], [20.1167, -38.3572, 2.6327], [18.5572, -30.6012, 14.6953], [6.1212, -34.1062, 14.4492], [11.5191, -34.8174, 16.7533], [18.0339, -31.7840, 15.4641], [27.6274, -43.5043, 6.5421], [8.1645, -36.3126, 7.8056], [19.1659, -40.6684, 10.0188], [21.3910, -38.1956, 2.3724], [15.1040, -35.3701, 11.3065], [5.5617, -31.8495, 13.7712], [20.9104, -50.9019, 9.2706], [19.2529, -29.5122, 12.1835], [3.7923, -35.5264, 14.6300], [14.1334, -45.3139, 7.4627], [12.7194, -43.9554, 7.1325], [24.4472, -31.1716, 13.2641], [7.8267, -29.2027, 11.3297], [22.7295, -47.4255, 9.7024], [21.0956, -36.3554, 0.3790], [25.1121, -33.7019, 12.2894], [15.0646, -44.8088, 8.5108], [18.1136, -26.9228, 14.7568], [20.3788, -39.1543, 10.8126], [18.2250, -28.5157, 9.8692], [16.8893, -27.1845, 10.7470], [8.1565, -30.8049, 10.5715], [25.6709, -31.9964, 13.0799], [24.7932, -50.8291, 6.2044], [9.7725, -34.6940, -0.2479], [4.5427, -37.8283, 14.1162], [22.9881, -49.3480, 11.6068], [12.0350, -36.5671, 16.1789], [18.6536, -38.1464, 12.2590], [15.5933, -30.5715, 5.2127], [7.9965, -38.9580, 8.1638], [21.4660, -48.7142, 11.4085], [8.0352, -30.2578, 11.5065], [19.5351, -39.7552, 11.1520], [13.2221, -42.7530, 6.7294], [17.3897, -29.6311, 14.4892], [15.9485, -36.2230, 9.6647], [15.6267, -36.5354, 8.6713], [18.0994, -42.0951, 17.4082], [18.6566, -27.5779, 14.0755], [20.6687, -51.9179, 8.9586], [23.1253, -37.6420, 0.3540], [25.2868, -43.8128, 7.1461], [7.9318, -32.2280, 13.4494], [20.2337, -51.2477, 6.6198], [16.4891, -37.2817, 10.6188], [19.3738, -28.0927, 14.7148], [16.3603, -27.7988, 13.1621], [18.7707, -32.5863, 15.5015], [15.4339, -26.2954, 12.1138], [17.0652, -32.0853, 15.0653], [18.9024, -36.2992, 10.5116], [6.1660, -36.8911, 1.1262], [27.0338, -43.5767, 8.8413], [18.1883, -28.0384, 10.8485], [5.6660, -37.8883, 15.4302], [21.5116, -51.2614, 11.3617], [23.0557, -49.7326, 5.6599], [21.6164, -48.6015, 8.3754], [17.6946, -31.8740, 4.0826], [17.4957, -39.4455, 11.9051], [13.1658, -35.1073, 1.0056], [3.3930, -33.8667, 13.3538], [18.2891, -38.8253, 11.4880], [17.2302, -26.0200, 12.5461], [11.8897, -44.3040, 6.1079], [24.4936, -34.3844, 13.3628], [10.2495, -34.5558, 16.0478], [5.1630, -32.6062, 12.1344], [15.3567, -31.2311, 3.2436], [21.4458, -50.1460, 8.0368], [18.3928, -40.6845, 7.9161], [27.4414, -40.7442, 7.9459], [8.3500, -33.8444, 2.0493], [15.8134, -38.0596, 10.9744], [4.0963, -34.1283, 14.1444], [19.4711, -39.3983, 8.4386], [10.5838, -36.1904, 3.5465], [17.8688, -41.1801, 16.8626], [16.9820, -38.4928, 8.2446]], "atomic_forces_ev_per_a": [[-0.17, 0.08, -0.02], [-0.11, -0.44, 1.38], [0.06, 0.02, -0.85], [-0.06, -0.39, 0.27], [0.75, -0.27, -0.19], [-2.41, -2.42, -0.12], [0.37, 0.09, -0.27], [0.26, -1.45, -0.68], [0.37, 0.78, -0.53], [0.11, -0.12, 0.18], [0.01, -0.19, -0.16], [0.57, 0.58, -0.48], [0.11, -0.01, 0.98], [-0.51, -1.65, -0.07], [-1.41, 0.60, 0.40], [0.20, 0.06, 0.06], [-0.49, -1.07, 0.72], [0.17, 0.48, -0.70], [-0.11, 0.50, -0.45], [-0.28, 0.03, 0.63], [-0.57, 0.43, -0.40], [-0.46, -0.72, -1.34], [0.28, 0.43, -0.23], [0.40, -0.22, -0.18], [-0.82, -0.71, 0.22], [0.35, -0.47, -0.43], [-0.46, -1.14, 0.33], [0.03, -0.17, 0.06], [-0.05, -0.04, 0.01], [-1.41, -0.12, -1.27], [0.80, 0.40, 1.18], [1.02, -0.37, 1.82], [-1.82, 0.98, -1.11], [-0.29, 0.02, -0.17], [-0.31, -0.19, -0.13], [-0.89, 2.95, 0.45], [-1.27, 1.22, 1.71], [-0.32, -0.82, -0.88], [-0.07, 0.47, 0.03], [-0.22, 1.44, -0.40], [0.27, -0.31, -0.56], [0.00, -0.08, 0.09], [0.09, 0.27, -0.58], [-0.07, -0.05, 0.37], [0.30, 0.98, 0.00], [1.13, -0.30, 1.20], [1.26, -2.15, 1.36], [-0.19, -0.13, 0.23], [-0.26, 0.02, -0.38], [-0.47, -0.95, 0.14], [0.09, -0.79, -0.16], [-1.33, 1.02, 0.37], [0.38, 0.13, -0.89], [0.33, 0.48, 0.17], [0.75, -0.07, -0.63], [-1.54, -0.47, 0.75], [-0.29, -1.04, -0.74], [-0.25, 0.17, -0.27], [-0.11, 0.68, 0.40], [-0.28, -0.59, -0.04], [1.05, -0.32, 0.51], [-1.70, 2.68, -0.93], [-0.42, -1.80, 0.57], [-1.51, -0.25, -0.01], [0.00, -1.97, -0.54], [-0.32, -0.49, 0.32], [-1.67, 0.44, 2.00], [-0.16, -0.18, 0.40], [-0.27, 0.25, -0.37], [0.58, 0.02, 0.09], [-0.61, 0.03, 0.62], [-0.47, -0.17, 0.59], [0.14, 0.04, 0.62], [0.19, 0.32, -0.05], [-2.03, -0.69, -0.31], [-1.28, 1.15, 0.51], [0.18, -0.11, -0.35], [0.07, 0.50, 0.24], [0.08, 0.33, 0.12], [-0.71, 0.56, 0.29], [0.04, -0.93, 0.31], [-0.01, -0.19, -0.89], [-0.04, -1.30, -1.12], [-0.49, 0.45, 0.29], [-0.25, -3.24, 0.41], [0.17, 1.04, -0.50], [0.13, 0.31, -0.09], [0.00, 0.41, 0.37], [0.80, -1.24, 0.84], [-0.30, 0.33, 0.50], [0.37, -0.07, 0.15], [1.21, -0.49, 0.26], [-0.33, 0.60, -0.05], [-0.35, 1.43, 0.36], [-0.44, 0.46, 0.02], [-0.39, 0.34, -0.60], [1.01, -1.14, 1.36], [0.16, 2.74, 0.22], [0.03, -0.13, 0.47], [0.35, 0.20, -0.09], [0.72, 1.01, -1.73], [0.54, -0.13, -0.46], [0.23, -0.35, -0.29], [-0.83, -1.06, -0.53], [-0.03, -0.35, 0.43], [1.23, -0.08, -0.74], [4.08, -1.45, 2.49], [0.02, -0.36, -0.14], [-0.33, -0.12, -1.26], [0.21, -0.42, 1.32], [-1.53, 1.53, 0.87], [-0.51, 0.62, -0.17], [0.32, 0.64, 0.73], [-0.26, -1.22, -0.32], [-0.89, -0.79, 0.11], [0.10, -0.43, 0.02], [0.35, -1.03, 1.42], [0.62, 1.34, 1.51], [-0.13, 0.42, 0.21], [-0.84, 0.05, 1.54], [0.44, 0.09, 1.03], [0.17, 0.25, 0.16], [-0.04, -0.22, 0.13], [-1.21, 0.07, 0.28], [-0.04, 0.55, -0.61], [0.55, -0.56, 0.26], [1.18, 2.84, 0.09], [0.18, -0.47, 0.64], [-0.10, 0.88, -0.85], [0.31, -0.97, -0.28], [0.86, -1.39, -0.12], [1.13, 1.74, -1.37], [-0.68, 0.51, 0.47], [-0.79, -0.31, -0.06], [0.93, 0.95, -0.05], [-0.05, 0.39, 0.03], [1.86, -0.91, -0.21], [0.90, -1.09, 1.62], [2.39, 0.00, -1.07], [0.42, -1.87, 0.57], [-0.60, -0.24, 0.00], [0.27, -0.09, 0.40], [0.19, -2.06, 0.64], [2.23, 2.81, 3.96], [-1.89, 0.20, -1.63], [-0.08, 0.29, -0.48], [0.07, 0.18, 0.43], [0.26, -0.82, 0.32], [0.18, -0.23, 0.98], [-0.03, 0.44, -0.70], [0.63, 2.83, -0.44], [0.38, -0.72, 0.26], [0.30, -0.34, -0.51], [-0.05, 0.27, -0.23], [0.56, 0.30, -0.46], [0.88, 0.38, -0.33], [-0.56, 0.56, -0.23], [0.05, 0.96, 0.02], [-0.62, 2.84, -0.26], [-0.87, -0.66, -0.26], [1.43, -0.12, -2.11], [-2.26, 1.52, -0.51], [0.49, -0.41, -0.16], [0.53, -0.19, -1.15], [-1.23, 0.08, -0.41], [0.66, -0.34, -0.11], [-1.53, 0.26, -0.04], [-0.17, -0.67, -0.73], [0.22, -0.05, 0.02], [1.37, -0.46, 0.63], [-0.15, 0.93, -0.04], [0.00, -0.18, 0.18], [0.17, 0.16, -0.30], [0.97, -0.18, 0.17], [0.11, -0.20, -0.55], [0.47, -1.51, 0.14], [-0.26, -0.19, -0.43], [0.30, 0.72, 0.07], [0.22, -0.49, -0.10], [0.52, 0.07, -0.30], [0.05, -0.31, 0.20], [-0.84, 1.03, -0.37], [-0.18, 0.69, -0.05], [0.80, -0.45, -0.61], [-0.56, -0.11, -0.17], [-0.32, -0.15, -0.06], [1.35, -2.52, 0.46], [2.21, -1.20, -1.81], [-0.30, 0.27, -0.41], [-0.15, 0.34, 0.71], [0.25, 0.37, 0.06], [1.85, -0.29, -0.56], [-0.49, 0.73, -0.25], [0.01, -0.24, 1.33], [0.71, 0.23, -2.69], [1.30, -0.57, -0.09], [0.02, 0.57, 0.16], [-2.95, -0.41, -2.94], [-2.24, 0.40, -0.87], [-0.10, -0.13, 0.34], [1.01, 0.83, -0.75], [0.07, 0.15, -0.08], [-0.16, 0.13, -0.27], [0.18, 0.47, 0.80], [0.11, -0.07, -0.67], [-0.53, 0.71, 0.26], [-0.32, 0.21, 0.27], [0.53, 0.00, -0.08]], "e_tot_ha": -9041.4939, "charge": -3, "lumo_energy_ev": 1.82, "orbital_gap_ev": 3.6141}